38
Properties=species:S:1:pos:R:3:forces:R:3:nbo_charge:R:1 method="wB97M-V/def2-TZVPD" de_lowest_kcal_mol=88.8 smiles="CC[C@H](C)[C@H](N)C(=O)O.N[C@@H](CC(=O)O)C(=O)O" max_force_ha_per_bohr=0.0909 e_lumo_ev=0.3 gap_ev=9.51 total_charge=0 total_energy_ha=-953.920084
N -4.497 -0.306 -0.044 -0.05 -0.26 -0.15 -0.8483
H 0.074 2.471 -0.039 0.70 0.24 -0.65 0.2382
H -2.315 -0.873 -1.786 0.00 -0.05 0.10 0.2397
O 2.587 -1.726 1.231 -0.24 -0.26 0.17 -0.6279
O 2.344 -1.691 -0.995 1.54 -0.11 0.59 -0.6656
N 0.923 0.492 1.583 0.67 -0.03 0.39 -0.8163
C 4.120 1.149 0.037 0.02 0.00 0.03 -0.6195
C 0.451 2.058 -0.979 1.51 0.99 -1.07 -0.5792
H 4.395 0.599 -0.870 -0.02 0.06 0.08 0.2032
H -2.922 -0.778 1.220 0.00 0.09 -0.11 0.2382
O -3.363 1.978 0.523 0.01 -0.03 -0.02 -0.6646
C -3.058 -0.389 0.204 -0.01 0.04 0.05 -0.1697
H 0.239 -0.384 -0.158 3.13 3.32 1.04 0.2754
C -2.473 1.032 0.225 -0.06 -0.29 0.15 0.7936
H -4.985 -1.118 0.319 0.06 0.14 -0.03 0.3797
H 4.043 0.424 0.854 0.01 0.09 -0.09 0.2035
H 3.018 2.749 -0.885 -0.05 -0.12 0.10 0.2042
H 2.528 2.428 0.766 0.03 -0.06 -0.13 0.2015
H 0.441 -0.226 2.118 0.04 0.47 0.09 0.3502
H -4.231 1.521 0.564 0.08 0.08 -0.02 0.5091
C 1.181 -0.005 0.244 0.70 1.54 0.56 -0.2258
O -1.308 1.260 0.018 -3.79 -1.65 2.09 -0.6003
C -2.277 -1.275 -0.770 -0.03 0.10 -0.04 -0.5112
H 0.321 -1.707 1.040 -0.19 -0.56 0.47 0.5121
C 1.636 1.129 -0.707 0.15 0.05 -0.14 -0.2051
H 1.810 0.623 2.062 -0.07 0.10 0.10 0.3570
H 1.937 0.656 -1.651 -0.01 0.02 0.13 0.2112
O 0.081 -1.548 -1.217 -2.94 -1.75 -1.52 -0.5565
C 2.825 1.937 -0.171 0.01 0.08 -0.01 -0.4001
H -2.735 -2.272 -0.785 0.10 0.11 0.01 0.2442
H 2.922 -2.463 -0.880 0.06 0.12 -0.04 0.4880
C 2.116 -1.211 0.244 0.49 0.46 -0.89 0.7748
C -0.818 -1.461 -0.420 -2.11 -2.31 -0.71 0.7818
H 4.948 1.824 0.282 -0.11 -0.11 -0.03 0.2117
H -4.691 -0.258 -1.042 0.00 0.02 0.14 0.3699
O -0.636 -1.613 0.909 -0.91 -1.00 -0.22 -0.6944
H 0.746 2.888 -1.631 0.34 -0.08 -0.03 0.1862
H -0.369 1.522 -1.470 0.98 0.53 -0.39 0.2111